Run 1
DFT (ωB97M-V/def2-TZVPD) results for a molecular structure, C29H44BrN3P2STi.

Results
Frontier orbital gap (spin up / spin down), eV: 5.25 / 4.49
Spin multiplicity: 3
Highest occupied orbital energy (spin up / spin down), eV: -12.60 / -12.59
Charge: +2

CARTESIAN COORDINATES (ANGSTROEM)
C (-4.364, -1.396, 5.688)
C (-4.248, -1.944, 4.382)
C (-5.164, -2.985, 4.096)
C (-6.054, -3.451, 5.083)
N (-6.137, -2.924, 6.306)
C (-5.297, -1.935, 6.603)
C (-3.279, -1.515, 3.391)
C (-2.390, -1.319, 2.565)
C (-1.102, -1.297, 2.015)
C (-0.681, 0.050, 1.729)
C (0.675, 0.416, 2.212)
C (1.586, -0.667, 2.080)
C (1.234, -1.996, 2.077)
C (-0.143, -2.297, 2.135)
Ti (0.601, 0.497, 0.207)
P (-0.372, 2.073, -1.388)
H (-5.235, -3.445, 3.107)
H (-3.773, -0.540, 6.025)
H (-6.724, -4.288, 4.881)
H (-5.361, -1.554, 7.624)
H (-0.475, -3.310, 2.355)
H (-1.475, 0.768, 1.737)
H (1.986, -2.796, 2.036)
H (0.837, 1.393, 2.689)
C (0.947, 2.383, -2.644)
C (0.459, 2.505, -4.090)
H (1.693, 1.576, -2.553)
H (1.496, 3.303, -2.361)
H (1.308, 2.756, -4.741)
H (0.030, 1.572, -4.473)
H (-0.285, 3.299, -4.204)
C (-1.808, 1.183, -2.051)
C (-3.109, 1.347, -1.257)
H (-1.506, 0.125, -2.020)
H (-1.955, 1.426, -3.121)
H (-3.829, 0.626, -1.638)
H (-2.979, 1.129, -0.184)
H (-3.519, 2.358, -1.363)
C (-1.008, 3.701, -0.877)
C (-1.456, 4.554, -2.065)
H (-0.168, 4.156, -0.331)
H (-1.818, 3.553, -0.146)
H (-2.007, 5.434, -1.701)
H (-0.589, 4.917, -2.629)
H (-2.115, 4.018, -2.763)
Br (3.111, -0.554, 0.372)
P (0.770, -3.078, -2.553)
C (0.114, -1.500, -3.207)
C (-0.089, -1.534, -4.721)
H (0.803, -0.691, -2.897)
H (-0.845, -1.359, -2.695)
H (-0.753, -0.721, -5.035)
H (0.862, -1.422, -5.261)
H (-0.546, -2.480, -5.031)
C (2.446, -2.679, -1.956)
C (3.457, -3.805, -2.074)
H (2.344, -2.352, -0.912)
H (2.759, -1.803, -2.536)
H (4.453, -3.418, -1.828)
H (3.248, -4.640, -1.389)
H (3.485, -4.205, -3.100)
C (-0.178, -3.311, -0.999)
C (-1.191, -4.452, -1.165)
H (-0.670, -2.357, -0.747)
H (0.545, -3.524, -0.200)
H (-1.606, -4.712, -0.188)
H (-2.022, -4.151, -1.823)
H (-0.707, -5.336, -1.596)
C (4.186, 4.906, 0.585)
N (4.392, 3.642, 1.290)
C (5.597, 3.282, 1.873)
C (5.421, 2.066, 2.453)
N (4.098, 1.704, 2.225)
C (3.481, 2.646, 1.437)
S (1.925, 2.562, 0.711)
H (4.351, 4.776, -0.491)
H (3.175, 5.244, 0.787)
H (4.915, 5.605, 0.989)
H (6.446, 3.943, 1.870)
H (6.121, 1.445, 2.982)
H (3.673, 0.804, 2.407)

Atom charges from the Mulliken analysis, given in e for atoms 1 to 6: C -0.503; C 0.164; C -0.425; C -0.340; N -0.523; C -0.270

Run 2
DFT (ωB97M-V/def2-TZVPD) results for a molecular structure, C29H44BrN3P2STi.

Results
Frontier orbital gap (spin up / spin down), eV: 7.24 / 4.18
Spin multiplicity: 3
Highest occupied orbital energy (spin up / spin down), eV: -12.62 / -12.90
Charge: +2

CARTESIAN COORDINATES (ANGSTROEM)
C (-0.517, 7.211, -6.144)
C (-0.649, 5.845, -6.449)
C (-1.002, 5.481, -7.764)
C (-1.214, 6.494, -8.710)
N (-1.088, 7.785, -8.395)
C (-0.749, 8.151, -7.158)
C (-0.475, 4.837, -5.440)
C (-0.520, 3.891, -4.674)
C (-0.682, 2.864, -3.735)
C (0.364, 2.723, -2.837)
C (0.160, 1.835, -1.757)
C (-1.051, 1.054, -1.692)
C (-2.077, 1.229, -2.598)
C (-1.874, 2.104, -3.651)
Ti (0.207, 0.267, -0.446)
P (2.196, -0.813, -1.217)
H (-1.126, 4.440, -8.055)
H (-0.255, 7.556, -5.146)
H (-1.492, 6.253, -9.742)
H (-0.657, 9.226, -6.962)
H (-2.631, 2.254, -4.423)
H (1.268, 3.334, -2.924)
H (-3.026, 0.718, -2.459)
H (0.891, 1.977, -0.907)
C (2.385, -2.410, -0.344)
C (3.197, -3.516, -1.030)
H (1.363, -2.753, -0.117)
H (2.841, -2.161, 0.628)
H (3.237, -4.380, -0.354)
H (2.755, -3.860, -1.971)
H (4.233, -3.227, -1.239)
C (2.026, -1.168, -3.001)
C (2.896, -0.323, -3.927)
H (0.960, -1.031, -3.247)
H (2.234, -2.236, -3.164)
H (2.654, -0.565, -4.969)
H (2.744, 0.755, -3.790)
H (3.961, -0.542, -3.782)
C (3.801, 0.036, -0.965)
C (5.050, -0.847, -1.019)
H (3.725, 0.542, 0.009)
H (3.874, 0.833, -1.720)
H (5.949, -0.224, -0.921)
H (5.084, -1.589, -0.214)
H (5.144, -1.380, -1.973)
Br (-1.692, -1.035, 0.282)
P (-2.382, -3.085, -3.913)
C (-0.561, -3.286, -3.788)
C (-0.173, -4.727, -4.159)
H (-0.240, -3.037, -2.763)
H (-0.098, -2.559, -4.475)
H (0.890, -4.784, -4.422)
H (-0.347, -5.414, -3.319)
H (-0.754, -5.085, -5.022)
C (-2.963, -2.969, -2.186)
C (-4.377, -3.527, -1.980)
H (-2.912, -1.912, -1.892)
H (-2.228, -3.511, -1.574)
H (-4.581, -3.624, -0.906)
H (-5.125, -2.844, -2.401)
H (-4.496, -4.514, -2.446)
C (-2.627, -1.429, -4.681)
C (-2.938, -1.549, -6.183)
H (-1.726, -0.825, -4.508)
H (-3.461, -0.947, -4.149)
H (-3.322, -0.595, -6.562)
H (-2.037, -1.793, -6.760)
H (-3.697, -2.319, -6.376)
C (1.903, 0.117, 4.249)
N (0.624, 0.760, 3.949)
C (-0.405, 0.918, 4.864)
C (-1.468, 1.428, 4.195)
N (-1.080, 1.576, 2.872)
C (0.221, 1.191, 2.727)
S (1.233, 1.392, 1.352)
H (1.772, -0.970, 4.340)
H (2.613, 0.340, 3.448)
H (2.275, 0.496, 5.206)
H (-0.263, 0.668, 5.894)
H (-2.441, 1.710, 4.540)
H (-1.651, 1.886, 2.093)

Atom charges from the Mulliken analysis, given in e for atoms 1 to 6: C -0.457; C 0.613; C -0.391; C -0.345; N -0.552; C -0.320

Most stable: run 2 (next structure +4.058 eV)

Run 1
DFT (ωB97M-V/def2-TZVPD) results for 2 unconnected molecules or ions with the total composition C4H12OS2.

Results
Frontier orbital gap, eV: 9.43
Spin multiplicity: 1
Highest occupied orbital energy, eV: -8.78
Structure (SMILES): CSCCCS.O

CARTESIAN COORDINATES (ANGSTROEM)
C (-3.500, 1.199, -1.200)
S (-2.295, -0.155, -1.038)
C (-0.970, 0.851, -0.214)
C (0.132, -0.031, 0.357)
C (1.143, 0.828, 1.259)
S (2.368, -0.403, 1.824)
H (-3.479, 1.659, -0.197)
H (-4.525, 0.845, -1.403)
H (-3.240, 1.970, -1.945)
H (-1.380, 1.507, 0.579)
H (-0.489, 1.499, -0.972)
H (0.682, -0.534, -0.461)
H (-0.266, -0.817, 1.028)
H (0.697, 1.384, 2.105)
H (1.693, 1.554, 0.630)
H (1.482, -1.150, 2.517)
O (4.361, -3.530, -0.937)
H (4.014, -2.643, -0.691)
H (3.571, -4.031, -1.242)

Atom charges from the Mulliken analysis, given in e for atoms 1 to 6: C -0.752; S -0.080; C -0.686; C -0.686; C -0.612; S -0.230

Run 2
DFT (ωB97M-V/def2-TZVPD) results for 2 unconnected molecules or ions with the total composition C4H12OS2.

Results
Frontier orbital gap, eV: 9.46
Spin multiplicity: 1
Highest occupied orbital energy, eV: -8.78
Structure (SMILES): CCSSCC.O

CARTESIAN COORDINATES (ANGSTROEM)
C (0.183, 3.114, -0.501)
C (-0.266, 2.425, 0.748)
S (-0.781, 0.757, 0.976)
S (0.298, -0.340, -0.443)
C (-0.830, -0.435, -1.846)
C (-0.425, -1.308, -3.163)
H (0.107, 2.600, -1.427)
H (-0.374, 4.045, -0.610)
H (1.231, 3.502, -0.342)
H (0.526, 2.455, 1.466)
H (-1.139, 2.917, 1.137)
H (-1.106, 0.653, -2.338)
H (-1.790, -0.839, -1.448)
H (-1.026, -0.731, -3.977)
H (0.649, -1.404, -3.530)
H (-1.011, -2.188, -2.876)
O (2.003, -4.106, 3.295)
H (1.273, -3.491, 3.497)
H (2.408, -4.121, 4.137)

Atom charges from the Mulliken analysis, given in e for atoms 1 to 6: C -0.800; C -0.469; S -0.130; S -0.120; C -0.374; C -0.855

Run 3
DFT (ωB97M-V/def2-TZVPD) results for 2 unconnected molecules or ions with the total composition C4H12OS2.

Results
Frontier orbital gap, eV: 9.49
Spin multiplicity: 1
Highest occupied orbital energy, eV: -8.80
Structure (SMILES): CCCSSC.O

CARTESIAN COORDINATES (ANGSTROEM)
C (1.174, 1.561, -0.206)
C (0.885, 0.608, -1.329)
C (1.529, -0.827, -1.068)
S (1.041, -2.241, -0.048)
S (0.210, -1.989, 1.761)
C (-1.438, -1.667, 1.543)
H (1.811, 1.129, 0.623)
H (1.930, 2.285, -0.701)
H (0.122, 2.073, 0.189)
H (-0.172, 0.265, -1.521)
H (1.238, 0.898, -2.338)
H (1.725, -1.441, -2.072)
H (2.622, -0.395, -0.971)
H (-1.768, -1.269, 2.468)
H (-1.713, -0.938, 0.871)
H (-2.027, -2.507, 1.301)
O (-2.643, 1.689, 0.486)
H (-1.741, 1.815, 0.180)
H (-2.785, 0.951, 0.832)

Atom charges from the Mulliken analysis, given in e for atoms 1 to 6: C -0.797; C -0.275; C -0.724; S -0.086; S -0.093; C -0.713

Most stable: run 1 (next structure +1.010 eV)

Run 1
DFT (ωB97M-V/def2-TZVPD) results for 2 unconnected molecules or ions with the total composition C11H12NO2.

Results
Frontier orbital gap, eV: 6.75
Spin multiplicity: 1
Highest occupied orbital energy, eV: -3.88
Charge: -1

CARTESIAN COORDINATES (ANGSTROEM)
C (2.009, 2.937, 1.755)
C (2.437, 3.528, 0.390)
O (2.922, 2.734, -0.438)
O (2.194, 4.751, 0.202)
H (1.058, 2.473, 1.534)
H (1.896, 3.705, 2.519)
H (2.784, 2.235, 2.051)
C (-1.139, -3.739, -1.232)
C (-1.085, -0.397, 0.448)
C (-0.618, -1.299, -0.520)
C (-1.392, -2.529, -0.391)
C (-2.270, -2.314, 0.627)
C (0.217, 1.308, -0.537)
C (-0.697, 0.949, 0.440)
C (0.749, 0.379, -1.454)
C (0.386, -0.940, -1.434)
N (-2.220, -0.990, 1.036)
H (0.580, 2.322, -0.554)
H (-1.172, 1.566, 1.192)
H (1.518, 0.838, -2.065)
H (0.689, -1.649, -2.193)
H (-2.457, -0.685, 1.970)
H (-2.972, -2.985, 1.097)
H (-0.429, -4.470, -0.849)
H (-0.890, -3.465, -2.256)
H (-2.097, -4.262, -1.339)

Atom charges from the Mulliken analysis, given in e for atoms 1 to 6: C -0.265; C 0.548; O -0.690; O -0.768; H -0.233; H 0.287

Run 2
DFT (ωB97M-V/def2-TZVPD) results for 2 unconnected molecules or ions with the total composition C11H12NO2.

Results
Frontier orbital gap, eV: 7.97
Spin multiplicity: 1
Highest occupied orbital energy, eV: -4.47
Charge: -1

CARTESIAN COORDINATES (ANGSTROEM)
C (-0.164, -1.900, -2.544)
C (-1.477, -0.391, -0.891)
C (-0.037, 1.239, -0.580)
C (-0.483, -0.662, -1.762)
C (0.508, 0.381, -1.551)
C (0.701, 2.302, -0.093)
C (2.033, 2.410, -0.476)
C (1.805, 0.568, -2.009)
C (2.569, 1.586, -1.473)
N (-1.299, 0.811, -0.219)
H (-1.369, 0.765, 0.838)
H (-2.411, -0.902, -0.717)
H (0.324, 2.935, 0.696)
H (-1.043, -2.499, -2.780)
H (0.591, -2.477, -1.993)
H (2.573, 3.296, -0.164)
H (2.227, -0.003, -2.830)
H (3.617, 1.669, -1.742)
H (0.312, -1.681, -3.500)
C (-1.071, -1.394, 3.914)
C (-1.576, -0.591, 2.713)
O (-0.915, 0.454, 2.435)
O (-2.592, -1.009, 2.133)
H (-0.650, -2.366, 3.629)
H (-1.922, -1.658, 4.549)
H (-0.253, -0.883, 4.419)

Atom charges from the Mulliken analysis, given in e for atoms 1 to 6: C -1.356; C -0.712; C -0.416; C 0.455; C 1.238; C -0.534

Run 3
DFT (ωB97M-V/def2-TZVPD) results for 2 unconnected molecules or ions with the total composition C11H12NO2.

Results
Frontier orbital gap, eV: 7.57
Spin multiplicity: 1
Highest occupied orbital energy, eV: -4.31
Charge: -1

CARTESIAN COORDINATES (ANGSTROEM)
C (-2.173, -0.187, 3.285)
C (0.053, 0.096, 0.254)
C (-0.089, -0.114, 1.685)
C (-1.458, -0.024, 2.006)
C (-2.146, 0.180, 0.834)
C (1.315, 0.169, -0.301)
C (2.479, -0.074, 0.467)
C (2.329, -0.469, 1.810)
C (1.133, -0.398, 2.437)
N (-1.196, 0.195, -0.245)
H (1.446, 0.592, -1.312)
H (3.428, 0.053, 0.048)
H (-1.331, 0.496, -1.151)
H (3.221, -0.901, 2.369)
H (-3.134, 0.534, 0.542)
H (1.012, -0.545, 3.453)
H (-2.393, -1.172, 3.504)
H (-3.082, 0.381, 3.369)
H (-1.515, 0.135, 4.014)
C (0.309, -0.493, -4.190)
C (0.302, 0.899, -3.533)
O (-0.758, 1.148, -2.851)
O (1.303, 1.713, -3.502)
H (0.885, -0.354, -4.975)
H (-0.688, -0.632, -4.544)
H (0.745, -1.230, -3.472)

Atom charges from the Mulliken analysis, given in e for atoms 1 to 6: C -1.497; C -0.227; C 0.476; C 0.922; C -1.019; C -0.027

Run 4
DFT (ωB97M-V/def2-TZVPD) results for 2 unconnected molecules or ions with the total composition C11H12NO2.

Results
Frontier orbital gap, eV: 6.61
Spin multiplicity: 1
Highest occupied orbital energy, eV: -3.06
Charge: -1

CARTESIAN COORDINATES (ANGSTROEM)
C (-0.598, 3.727, 0.024)
C (-1.869, 3.196, 0.513)
O (-2.123, 1.855, 0.280)
O (-2.657, 3.908, 1.056)
H (0.387, 3.940, 0.595)
H (-0.866, 4.561, -0.496)
H (0.006, 2.889, -0.476)
C (-1.135, -3.451, 0.048)
C (-1.346, -0.869, -0.535)
C (0.864, -0.487, -0.494)
C (-0.713, -2.093, -0.182)
C (0.723, -1.809, -0.132)
C (2.197, 0.130, -0.598)
C (3.191, -0.687, -0.219)
C (1.770, -2.491, 0.480)
C (3.073, -2.039, 0.243)
N (-0.420, 0.036, -0.752)
H (-1.369, 1.314, 0.152)
H (-2.311, -0.744, -0.882)
H (2.131, 1.104, -1.132)
H (-0.205, -4.111, -0.073)
H (-1.928, -3.966, -0.536)
H (4.193, -0.341, -0.159)
H (1.628, -3.536, 0.961)
H (3.954, -2.738, 0.654)
H (-1.391, -3.483, 1.086)

Atom charges from the Mulliken analysis, given in e for atoms 1 to 6: C -0.772; C 0.639; O -0.482; O -0.582; H 0.268; H 0.280

Most stable: run 2 (next structure +0.889 eV)